273
Properties=species:S:1:pos:R:3 method="wB97M-V/def2-TZVPD" smiles=COCCNCCOC.COCCNCCOC.COCCNCCOC.COCCNCCOC.COCCNCCOC.COCCNCCOC.COCCNCCOC.COCCNCCOC.COCCNCCOC.COCCNCCOC.COCCNCCOC.CCO e_above_lowest_ev=11.3745 fmax_ha_per_bohr=0.07231 charge=0 gap_ev=8.50
C -0.982 5.728 -5.988
O -0.338 6.581 -6.896
C -0.882 6.393 -8.250
C 0.324 6.307 -9.244
N 0.742 7.509 -9.907
C 1.499 8.339 -9.020
C 1.427 9.802 -9.612
O 2.666 10.287 -10.212
C 3.832 10.281 -9.372
H -0.548 5.950 -5.013
H -0.881 4.660 -6.178
H -2.066 5.803 -5.908
H -1.333 7.370 -8.427
H -1.535 5.528 -8.370
H -0.153 5.639 -9.963
H 1.108 5.743 -8.739
H 1.377 7.294 -10.663
H 2.469 7.891 -8.803
H 0.925 8.329 -8.093
H 1.185 10.548 -8.855
H 0.541 10.004 -10.214
H 4.243 9.272 -9.339
H 3.615 10.672 -8.378
H 4.705 10.837 -9.713
C 12.334 2.194 -3.058
O 13.779 1.958 -3.242
C 14.296 2.576 -4.447
C 14.504 4.102 -4.289
N 14.537 4.836 -5.555
C 14.735 6.300 -5.380
C 13.609 6.982 -4.634
O 12.377 6.679 -5.289
C 11.320 6.676 -4.398
H 11.880 3.085 -3.492
H 11.924 2.373 -2.064
H 11.782 1.330 -3.427
H 13.646 2.409 -5.306
H 15.245 2.193 -4.823
H 15.259 4.478 -3.598
H 13.593 4.441 -3.797
H 13.696 4.664 -6.086
H 14.676 6.914 -6.279
H 15.735 6.583 -5.051
H 13.832 8.048 -4.674
H 13.541 6.801 -3.561
H 11.318 5.856 -3.681
H 10.342 6.533 -4.858
H 11.191 7.654 -3.933
C -1.392 -13.084 -4.894
O -1.903 -12.801 -3.679
C -2.342 -11.437 -3.592
C -3.087 -11.213 -2.310
N -4.016 -10.047 -2.245
C -4.740 -9.974 -0.968
C -4.749 -8.544 -0.426
O -4.087 -8.373 0.850
C -4.509 -7.252 1.568
H -1.504 -12.393 -5.729
H -1.843 -14.012 -5.245
H -0.329 -13.292 -4.768
H -3.007 -11.140 -4.403
H -1.606 -10.633 -3.628
H -2.380 -11.106 -1.486
H -3.699 -12.096 -2.127
H -4.788 -10.103 -2.894
H -4.124 -10.560 -0.285
H -5.758 -10.361 -0.997
H -5.819 -8.341 -0.446
H -4.239 -7.830 -1.073
H -5.586 -7.160 1.423
H -4.000 -6.322 1.315
H -4.467 -7.530 2.621
C 4.483 -12.902 -0.257
O 4.328 -11.846 -1.242
C 3.019 -11.228 -1.020
C 3.041 -9.949 -1.939
N 1.847 -9.048 -1.883
C 2.200 -7.719 -2.388
C 0.911 -6.942 -2.374
O 1.276 -5.586 -2.578
C 0.186 -4.692 -2.404
H 3.971 -13.802 -0.596
H 4.116 -12.635 0.734
H 5.566 -13.025 -0.236
H 2.739 -10.771 -0.071
H 2.231 -11.933 -1.286
H 3.179 -10.304 -2.961
H 3.845 -9.293 -1.605
H 0.880 -9.321 -1.989
H 2.634 -7.895 -3.372
H 2.837 -7.151 -1.709
H 0.488 -6.916 -1.370
H 0.279 -7.302 -3.186
H -0.342 -4.612 -1.454
H -0.572 -4.858 -3.169
H 0.526 -3.657 -2.447
C -7.427 -4.185 6.369
O -7.963 -3.446 5.299
C -9.242 -3.882 4.830
C -9.606 -3.119 3.525
N -8.834 -3.502 2.443
C -8.821 -2.779 1.198
C -8.000 -3.527 0.146
O -6.565 -3.173 0.250
C -6.072 -2.080 -0.438
H -7.517 -5.247 6.141
H -7.843 -3.972 7.354
H -6.374 -3.975 6.558
H -10.017 -3.668 5.566
H -9.403 -4.922 4.545
H -9.427 -2.065 3.734
H -10.689 -3.110 3.395
H -7.886 -3.676 2.747
H -8.585 -1.731 1.382
H -9.873 -2.845 0.920
H -8.335 -3.271 -0.859
H -7.996 -4.617 0.130
H -5.750 -2.402 -1.428
H -5.193 -1.545 -0.079
H -6.914 -1.424 -0.658
C 5.521 -2.103 3.436
O 6.752 -2.771 3.127
C 7.546 -2.311 2.074
C 8.993 -2.911 2.290
N 9.123 -4.381 2.356
C 8.406 -5.166 1.336
C 8.797 -4.729 -0.111
O 8.072 -5.483 -1.095
C 8.575 -6.807 -1.301
H 5.010 -2.679 4.208
H 5.025 -2.076 2.466
H 5.697 -1.079 3.766
H 7.705 -1.241 2.204
H 7.185 -2.509 1.065
H 9.546 -2.456 3.112
H 9.524 -2.593 1.392
H 9.115 -4.713 3.310
H 7.330 -5.052 1.468
H 8.665 -6.218 1.458
H 9.860 -4.831 -0.330
H 8.560 -3.681 -0.297
H 9.664 -6.784 -1.297
H 8.060 -7.095 -2.218
H 8.409 -7.577 -0.548
C -10.624 3.869 7.130
O -11.487 4.887 6.721
C -12.134 4.791 5.498
C -13.560 5.385 5.346
N -13.676 6.570 6.132
C -15.099 6.973 6.272
C -15.867 6.063 7.288
O -16.111 4.768 6.678
C -16.711 3.882 7.548
H -9.917 3.560 6.361
H -11.153 2.923 7.243
H -10.127 4.050 8.083
H -12.034 3.795 5.065
H -11.541 5.227 4.694
H -14.209 4.564 5.651
H -13.961 5.601 4.356
H -13.472 6.176 7.040
H -15.597 6.815 5.316
H -15.104 7.986 6.676
H -16.799 6.567 7.542
H -15.337 6.031 8.240
H -15.880 3.532 8.160
H -17.198 3.021 7.091
H -17.369 4.413 8.236
C 4.737 5.174 5.870
O 3.760 4.266 6.426
C 2.399 4.673 6.132
C 1.447 3.904 7.064
N 0.175 4.636 7.159
C -0.897 3.802 7.820
C -2.020 4.691 8.235
O -1.725 5.222 9.499
C -2.381 6.461 9.737
H 4.586 6.222 6.130
H 4.648 5.155 4.784
H 5.746 4.912 6.188
H 2.114 4.303 5.147
H 2.197 5.739 6.035
H 1.790 3.678 8.074
H 1.449 2.948 6.541
H 0.292 5.558 7.557
H -0.557 3.225 8.680
H -1.312 3.034 7.167
H -2.967 4.152 8.246
H -2.150 5.493 7.508
H -1.717 7.246 9.374
H -2.443 6.788 10.775
H -3.361 6.570 9.272
C 9.704 1.881 -8.236
O 8.413 2.381 -7.738
C 7.978 2.011 -6.431
C 7.539 0.532 -6.241
N 8.651 -0.409 -6.176
C 8.232 -1.648 -5.590
C 7.456 -2.677 -6.495
O 6.284 -1.993 -6.980
C 5.153 -2.145 -6.102
H 9.588 1.420 -9.217
H 10.011 1.109 -7.531
H 10.391 2.725 -8.294
H 7.251 2.754 -6.103
H 8.851 2.152 -5.793
H 6.843 0.240 -7.028
H 6.992 0.582 -5.299
H 8.833 -0.536 -7.161
H 7.868 -1.450 -4.582
H 9.176 -2.190 -5.535
H 7.261 -3.589 -5.932
H 8.009 -3.136 -7.315
H 4.323 -1.937 -6.778
H 5.277 -1.665 -5.132
H 4.866 -3.191 -5.990
C -4.356 6.606 1.459
O -4.891 5.648 0.592
C -5.734 4.752 1.279
C -6.195 3.700 0.128
N -6.836 4.510 -0.923
C -8.212 4.963 -0.687
C -9.302 3.848 -0.706
O -9.840 3.538 0.580
C -10.784 2.464 0.512
H -4.366 6.329 2.513
H -5.055 7.434 1.338
H -3.464 7.099 1.072
H -6.623 5.149 1.771
H -5.116 4.268 2.035
H -6.946 2.976 0.447
H -5.427 3.059 -0.305
H -6.266 5.343 -0.896
H -8.433 5.770 -1.386
H -8.304 5.462 0.278
H -8.980 2.993 -1.301
H -10.083 4.536 -1.029
H -11.100 2.103 1.491
H -10.413 1.613 -0.060
H -11.728 2.711 0.027
C 4.546 1.427 -0.561
O 3.248 1.978 -0.657
C 2.385 1.280 0.156
C 0.939 1.664 -0.076
N -0.054 0.899 0.648
C -0.239 1.246 2.045
C -1.111 0.273 2.888
O -2.428 0.497 2.547
C -3.422 0.031 3.435
H 4.582 0.425 -0.988
H 4.813 1.308 0.489
H 5.268 2.065 -1.070
H 2.547 1.567 1.195
H 2.493 0.196 0.189
H 0.669 1.318 -1.073
H 0.922 2.741 0.093
H 0.236 -0.067 0.595
H -0.477 2.294 2.225
H 0.745 1.238 2.514
H -0.992 0.341 3.969
H -0.782 -0.740 2.656
H -4.438 0.272 3.122
H -3.417 0.352 4.476
H -3.400 -1.045 3.606
C 0.381 -2.840 8.779
C -1.074 -3.270 8.415
O -2.016 -2.374 8.905
H 0.577 -1.859 8.347
H 1.039 -3.642 8.445
H 0.471 -2.707 9.857
H -1.312 -4.279 8.750
H -1.318 -3.287 7.353
H -2.320 -2.727 9.744